No. 1
{"formula": "C34H89N5O12", "method": "ωB97M-V/def2-TZVPD", "homo_ev": -8.36, "relative_energy_kj_mol": 433.7, "orbital_gap_ev": 8.81, "species": ["C", "O", "C", "C", "C", "N", "H", "H", "H", "H", "H", "H", "H", "H", "H", "H", "H", "C", "O", "C", "C", "N", "C", "C", "O", "C", "H", "H", "H", "H", "H", "H", "H", "H", "H", "H", "H", "H", "H", "H", "H", "C", "O", "C", "C", "N", "C", "C", "O", "C", "H", "H", "H", "H", "H", "H", "H", "H", "H", "H", "H", "H", "H", "H", "H", "C", "O", "C", "C", "N", "C", "C", "O", "C", "H", "H", "H", "H", "H", "H", "H", "H", "H", "H", "H", "H", "H", "H", "H", "C", "O", "C", "C", "N", "C", "C", "O", "C", "H", "H", "H", "H", "H", "H", "H", "H", "H", "H", "H", "H", "H", "H", "H", "C", "C", "O", "H", "H", "H", "H", "H", "H", "C", "C", "O", "H", "H", "H", "H", "H", "H", "C", "C", "O", "H", "H", "H", "H", "H", "H"], "positions_angstrom": [[-1.4275, 4.3296, -14.9380], [-1.0880, 3.0030, -14.7551], [0.3805, 2.7864, -14.7313], [0.7396, 1.3140, -14.9037], [2.1614, 0.7751, -14.7127], [0.3888, 0.8689, -16.2297], [-1.0207, 4.9539, -14.1426], [-2.5166, 4.3116, -14.8963], [-1.1195, 4.6733, -15.9255], [0.9479, 3.3853, -15.4436], [0.7017, 3.1586, -13.7584], [0.0239, 0.6906, -14.3678], [2.1988, -0.2381, -14.3124], [2.7288, 1.3276, -13.9637], [2.8954, 0.7841, -15.5184], [-0.6168, 0.7887, -16.1800], [0.5718, 1.6542, -16.8379], [6.5303, -2.3544, 9.3354], [5.0950, -2.2633, 9.0525], [4.2877, -1.7100, 10.1689], [2.8956, -1.2203, 9.7383], [2.0820, -0.5625, 10.8291], [0.9357, 0.0941, 10.2131], [0.2365, 1.1002, 11.1067], [-1.0249, 1.5293, 10.5622], [-1.6395, 2.4590, 11.5306], [7.0566, -1.4261, 9.5578], [7.0472, -2.6491, 8.4221], [6.6930, -3.0122, 10.1892], [4.8315, -0.9483, 10.7278], [4.2963, -2.4278, 10.9892], [2.4019, -2.1417, 9.4293], [3.0116, -0.6478, 8.8180], [1.8252, -1.2914, 11.4794], [0.2624, -0.6507, 9.7889], [1.3279, 0.6903, 9.3892], [0.9324, 1.8983, 11.3652], [-0.0849, 0.5227, 11.9735], [-0.9877, 3.3127, 11.7167], [-2.1477, 1.8924, 12.3108], [-2.4212, 2.9882, 10.9855], [-11.0126, -3.0724, 5.1645], [-10.7147, -3.9648, 4.0347], [-9.3955, -4.4917, 4.0817], [-9.1432, -5.1636, 2.7586], [-7.7893, -5.1832, 2.2183], [-7.4052, -6.4800, 1.6015], [-5.9788, -6.4106, 1.1763], [-5.2404, -6.4960, 2.3875], [-3.9094, -7.0985, 2.2982], [-12.0830, -2.8670, 5.1503], [-10.5022, -2.1106, 5.1143], [-10.8338, -3.4174, 6.1829], [-9.2132, -5.0725, 4.9859], [-8.6905, -3.6618, 4.1308], [-9.7134, -4.6650, 1.9748], [-9.6309, -6.1304, 2.6336], [-7.0340, -4.9798, 2.8571], [-8.1104, -6.5147, 0.7711], [-7.5027, -7.3278, 2.2797], [-5.7344, -5.6108, 0.4773], [-5.8107, -7.2107, 0.4554], [-3.9492, -8.1482, 2.0072], [-3.4112, -7.0495, 3.2665], [-3.2887, -6.6235, 1.5384], [6.5612, 0.0248, -1.6610], [6.5469, 0.3577, -0.2978], [7.4990, 1.4616, 0.0583], [6.8208, 2.1390, 1.2453], [5.5029, 2.7381, 0.9619], [4.9947, 3.4579, 2.1472], [5.8267, 4.6499, 2.6169], [4.8941, 5.1659, 3.6133], [5.4189, 6.3934, 4.0911], [6.7957, 0.8485, -2.3353], [5.6438, -0.4498, -2.0091], [7.3989, -0.6309, -1.8983], [7.7123, 2.1027, -0.7970], [8.4232, 0.9998, 0.4056], [7.3963, 2.9407, 1.7080], [6.5946, 1.3558, 1.9689], [4.9556, 1.9387, 0.6765], [4.7557, 2.7702, 2.9585], [4.0019, 3.8262, 1.8888], [6.0150, 5.3424, 1.7964], [6.7230, 4.3389, 3.1535], [6.4501, 6.2166, 4.3969], [4.8337, 6.5734, 4.9929], [5.2318, 7.2077, 3.3911], [0.8031, -1.8904, 0.9573], [0.0901, -0.6962, 0.6365], [-1.1959, -0.9436, 0.2878], [-1.2944, -1.2764, -1.2455], [-0.7229, -0.2249, -2.0788], [-0.0760, -0.6379, -3.2079], [0.8456, 0.4693, -3.7023], [1.7718, 0.0541, -4.6832], [1.7760, 0.7858, -5.9183], [0.9037, -2.3577, -0.0223], [0.2218, -2.4890, 1.6586], [1.8152, -1.6773, 1.3013], [-1.7343, -0.0095, 0.4479], [-1.7399, -1.6906, 0.8659], [-2.3182, -1.3107, -1.6180], [-0.8692, -2.2778, -1.3126], [-0.3779, 0.3888, -1.3546], [-0.8039, -0.8249, -3.9974], [0.4506, -1.5832, -3.0769], [1.4713, 0.6922, -2.8381], [0.3402, 1.4032, -3.9486], [2.0899, 1.8294, -5.9384], [0.7789, 0.7190, -6.3534], [2.4547, 0.1562, -6.4936], [-4.1764, -5.7062, -6.4256], [-5.1786, -6.7452, -5.8259], [-6.1560, -6.9718, -6.7273], [-3.4689, -5.4106, -5.6509], [-4.7813, -4.9270, -6.8893], [-3.5967, -6.2577, -7.1658], [-5.7317, -6.1657, -5.0868], [-4.7907, -7.6177, -5.3001], [-6.5734, -7.7841, -6.4315], [-2.5574, 3.5236, 5.4799], [-4.0884, 3.8348, 5.5818], [-4.6504, 2.8905, 6.4483], [-2.0600, 3.9099, 6.3695], [-2.1968, 4.1530, 4.6663], [-2.3140, 2.4912, 5.2287], [-4.6232, 3.6381, 4.6527], [-4.3195, 4.8657, 5.8498], [-4.2811, 3.0149, 7.3257], [5.6732, 7.9459, -5.2536], [5.6530, 6.6472, -4.4444], [5.7663, 7.0197, -3.1452], [5.2606, 7.9210, -6.2622], [6.6769, 8.3697, -5.2199], [5.0094, 8.6882, -4.8104], [6.3168, 5.8600, -4.8020], [4.6682, 6.1990, -4.5761], [5.5478, 6.2381, -2.6324]], "forces_ev_per_angstrom": [[-0.61, 0.08, -0.12], [2.57, -1.92, -0.41], [-0.55, 0.17, 1.49], [-0.25, -1.28, -0.64], [1.25, 0.89, 1.89], [-0.91, 0.11, -1.11], [0.03, 0.31, 0.00], [-0.02, 0.48, 0.03], [0.12, 0.34, -0.06], [-0.41, 0.19, -0.59], [0.16, -0.03, 0.29], [0.40, 0.36, 1.23], [-0.54, -0.10, -0.25], [-0.15, 0.32, 0.50], [-0.83, 0.19, -0.79], [-0.30, -0.04, -0.76], [0.03, -0.07, -0.69], [-1.11, 0.29, -0.09], [0.15, 1.14, 1.10], [1.62, 0.04, 0.42], [0.24, -1.34, 0.55], [1.63, 0.18, -1.22], [0.16, 0.44, -0.78], [-1.19, -1.61, 0.48], [0.55, 1.44, 0.89], [-0.33, -0.39, -2.55], [-0.68, 0.63, 0.32], [-0.44, -0.70, 0.06], [0.14, -0.34, -0.20], [0.26, 0.90, -0.75], [-0.76, -0.86, -0.21], [-0.43, -0.10, -0.31], [-0.15, 0.55, 0.40], [-0.30, 0.05, 0.05], [-0.51, 0.14, -0.02], [0.05, -0.23, -0.30], [-0.22, 0.22, 0.05], [0.55, 0.22, 0.83], [0.48, -0.55, 1.00], [0.66, 0.31, 0.53], [-0.37, -0.42, -0.26], [-0.41, -0.24, -0.81], [-0.27, 0.79, 2.02], [0.21, 0.99, -0.37], [-0.56, -0.46, -1.56], [1.16, -0.86, 0.46], [-1.15, 1.95, -0.11], [0.18, -0.99, -0.77], [1.76, -0.41, -0.36], [-0.94, 0.32, -0.39], [0.02, -0.08, -0.39], [0.29, 0.00, -0.50], [0.43, -0.90, -0.17], [-0.18, -0.48, -0.06], [0.23, 0.34, 0.09], [-0.34, 0.87, 0.36], [0.31, -0.67, 0.84], [-0.36, 0.30, 0.63], [0.26, -0.81, -0.34], [-0.28, -0.19, 0.02], [0.06, 1.10, 0.80], [0.33, -1.07, 0.53], [-0.41, -0.18, 0.04], [-0.32, 0.28, -0.02], [-0.02, 0.40, 0.04], [0.99, -0.22, -0.75], [0.74, 1.63, -0.01], [-1.54, -1.26, 0.52], [-0.81, 0.35, 0.00], [1.22, 0.47, -0.41], [-0.54, -1.02, -1.45], [-2.27, -1.30, 0.97], [1.47, 0.64, -1.12], [-1.11, -0.78, 1.04], [-0.49, 0.65, 0.18], [-0.11, 0.08, 0.46], [0.07, -0.63, 0.21], [-0.32, 0.05, -0.03], [0.15, -0.02, -0.10], [0.57, -0.40, -0.15], [0.76, -0.27, 0.46], [-0.72, 0.30, 0.14], [0.56, -0.06, 0.56], [0.10, 0.34, -0.19], [0.10, 0.17, 0.09], [0.29, 0.21, -0.21], [0.26, 0.59, -0.21], [0.13, 0.40, 0.09], [0.49, 0.07, -0.12], [-0.12, 0.41, -1.35], [1.91, 0.20, 1.80], [-2.28, 0.85, -2.28], [-1.21, 0.05, 0.46], [-1.89, 0.17, 4.10], [1.10, 0.17, -2.69], [1.23, -0.09, 0.97], [-0.16, 0.70, -0.57], [-0.33, -1.70, 0.16], [0.22, -0.95, 0.27], [0.20, -0.15, 0.06], [-0.30, 0.29, 0.26], [-0.16, 0.18, 0.06], [0.30, -0.37, 0.19], [-0.48, -0.76, 0.75], [0.44, -0.08, -0.76], [1.39, 0.57, -1.14], [-0.28, -0.25, -0.28], [0.61, -0.10, -0.03], [0.03, 0.37, 0.35], [-0.35, -0.16, -0.29], [0.22, 0.04, 0.67], [-0.10, 0.13, -0.24], [0.00, 0.50, -0.47], [-0.18, -2.35, 0.39], [1.00, 3.37, 2.12], [-1.59, -1.96, -2.49], [-0.24, 0.52, -0.07], [0.39, 0.15, 0.20], [0.06, 0.36, -0.38], [0.54, 0.11, 1.19], [0.51, -0.17, -0.49], [-0.49, -0.01, -0.46], [-1.05, 1.75, -0.79], [1.10, -1.34, -0.55], [-0.88, -0.23, 0.92], [0.10, -0.46, 0.16], [0.36, -0.01, -0.16], [-0.29, 0.06, 0.36], [0.35, 0.14, -0.30], [0.28, 0.14, 0.25], [0.04, -0.05, 0.11], [0.06, 0.22, -0.02], [-1.90, 0.34, -2.67], [0.78, -0.07, 2.37], [0.56, -0.63, -0.24], [0.00, 0.06, -0.33], [0.05, -0.16, 0.60], [0.76, 0.26, 0.09], [-0.42, -0.15, -0.28], [0.11, 0.12, 0.50]], "lowdin_charge": [-0.148, -0.195, -0.157, -0.436, -0.068, 0.017, 0.086, 0.092, 0.086, 0.122, 0.119, 0.137, 0.074, 0.061, 0.073, 0.068, 0.069, -0.099, -0.203, -0.206, -0.188, -0.056, -0.237, -0.236, -0.201, -0.082, 0.074, 0.081, 0.080, 0.107, 0.109, 0.111, 0.118, 0.105, 0.123, 0.116, 0.124, 0.115, 0.085, 0.089, 0.072, -0.088, -0.185, -0.231, -0.222, -0.064, -0.214, -0.256, -0.191, -0.072, 0.079, 0.080, 0.077, 0.123, 0.117, 0.117, 0.112, 0.095, 0.121, 0.122, 0.123, 0.113, 0.079, 0.083, 0.080, -0.141, -0.204, -0.143, -0.217, -0.070, -0.214, -0.197, -0.214, -0.119, 0.075, 0.086, 0.078, 0.114, 0.115, 0.104, 0.119, 0.097, 0.117, 0.118, 0.129, 0.111, 0.084, 0.086, 0.089, -0.067, -0.191, -0.264, -0.189, -0.085, -0.262, -0.221, -0.194, -0.097, 0.081, 0.091, 0.092, 0.123, 0.120, 0.113, 0.100, 0.113, 0.122, 0.121, 0.118, 0.126, 0.081, 0.083, 0.086, -0.065, -0.383, -0.064, 0.068, 0.076, 0.064, 0.098, 0.113, 0.092, -0.077, -0.321, -0.090, 0.065, 0.061, 0.074, 0.107, 0.104, 0.078, -0.083, -0.380, -0.056, 0.069, 0.071, 0.072, 0.109, 0.104, 0.093]}


No. 2
{"formula": "C36H31I2N3P2PdS", "method": "ωB97M-V/def2-TZVPD", "homo_ev": -6.73, "orbital_gap_ev": 7.05, "species": ["Pd", "C", "C", "P", "C", "C", "C", "C", "C", "C", "C", "C", "C", "C", "C", "C", "P", "C", "C", "C", "C", "C", "C", "C", "C", "C", "C", "C", "C", "H", "H", "H", "H", "H", "H", "H", "H", "H", "H", "H", "H", "H", "H", "H", "H", "H", "H", "H", "H", "H", "H", "H", "H", "N", "C", "C", "C", "C", "C", "C", "N", "C", "C", "C", "S", "C", "N", "H", "H", "H", "H", "H", "H", "H", "I", "I"], "positions_angstrom": [[0.1322, 0.5967, 0.6825], [-1.7449, 3.1483, -0.4077], [-0.3230, 3.3338, -0.9481], [0.8357, 2.8094, 0.3685], [0.9083, 4.2576, 1.4755], [1.0797, 5.5601, 1.0049], [1.1519, 6.6265, 1.8872], [1.0589, 6.4021, 3.2561], [0.8938, 5.1119, 3.7369], [0.8152, 4.0449, 2.8493], [2.5210, 2.5850, -0.2858], [2.4636, 1.3484, -1.2459], [3.0906, 1.4834, -2.5886], [4.1478, 2.2621, -2.7778], [4.7640, 2.9565, -1.6162], [3.7994, 3.4634, -0.4911], [-2.1873, 1.4516, 0.1778], [-2.0303, 1.2143, 1.9793], [-1.5678, -0.0086, 2.4860], [-1.3010, -0.1332, 3.8477], [-1.5155, 0.9294, 4.7082], [-2.0251, 2.1276, 4.2141], [-2.2822, 2.2694, 2.8626], [-4.0299, 1.5571, 0.0747], [-4.7288, 2.7560, 0.2057], [-6.1172, 2.7652, 0.2303], [-6.8242, 1.5768, 0.1229], [-6.1387, 0.3774, -0.0097], [-4.7520, 0.3703, -0.0330], [-2.4841, 3.3844, -1.1745], [-1.9197, 3.8323, 0.4295], [-0.1915, 4.3615, -1.2926], [-0.1591, 2.6676, -1.7987], [1.1658, 5.7445, -0.0602], [1.2855, 7.6324, 1.5103], [1.1161, 7.2357, 3.9444], [0.8223, 4.9346, 4.8025], [0.6689, 3.0349, 3.2166], [1.4552, 0.9544, -1.3651], [2.6498, 0.9272, -3.4082], [4.5975, 2.3609, -3.7591], [5.4250, 3.7572, -1.9452], [3.6944, 4.5413, -0.3919], [-1.4680, -0.8822, 1.8483], [-0.9273, -1.0755, 4.2270], [-1.3086, 0.8216, 5.7650], [-2.2220, 2.9535, 4.8862], [-2.6741, 3.2097, 2.4923], [-4.2038, 3.6984, 0.2940], [-6.6449, 3.7048, 0.3322], [-7.9063, 1.5865, 0.1384], [-6.6827, -0.5538, -0.1002], [-4.2260, -0.5706, -0.1439], [4.0921, -1.5231, -0.4421], [4.4314, -0.1667, -0.4735], [5.5435, 0.5222, -0.7266], [5.5162, 2.0273, -0.5594], [4.5683, 2.5837, 0.5408], [3.3020, 1.7473, 0.7724], [3.1679, 0.5061, -0.1024], [2.2581, -0.5203, 0.3848], [2.8119, -1.6354, 0.0879], [2.1769, -2.9467, 0.2264], [2.6590, -4.0994, -0.3080], [1.5546, -5.3607, -0.0409], [0.5401, -4.2638, 0.8038], [0.9699, -3.0468, 0.8746], [4.6621, -2.2866, -0.7538], [6.4657, 0.0396, -1.0261], [6.5384, 2.3778, -0.4233], [5.0399, 2.9936, 1.4302], [2.9452, 1.6384, 1.7948], [3.5618, -4.2570, -0.8744], [-0.3999, -4.5933, 1.2212], [-1.4155, -0.4536, -1.2921], [-0.1714, -2.6177, -3.0881]], "forces_ev_per_angstrom": [[0.27, 0.64, 0.21], [0.03, 0.02, -0.02], [-0.08, 0.04, 0.00], [-0.04, -0.15, -0.06], [0.02, -0.04, 0.09], [0.03, 0.01, -0.05], [0.00, -0.03, 0.02], [0.00, -0.02, -0.02], [-0.01, -0.01, -0.03], [-0.01, 0.01, 0.00], [0.09, 0.00, -0.01], [0.09, 0.01, 0.04], [0.01, -0.04, 0.01], [0.02, -0.01, 0.04], [-0.02, -0.07, 0.05], [-0.01, -0.08, -0.01], [0.04, 0.05, 0.46], [-0.05, 0.11, 0.05], [-0.19, -0.12, 0.09], [0.02, -0.02, -0.04], [-0.02, 0.04, -0.02], [0.01, -0.04, 0.00], [0.06, 0.00, -0.02], [-0.03, -0.18, -0.20], [-0.02, 0.02, 0.02], [0.03, -0.02, 0.00], [0.01, -0.01, 0.00], [0.02, 0.04, 0.01], [-0.02, 0.01, 0.01], [0.01, 0.01, -0.03], [0.01, 0.01, -0.01], [0.00, 0.00, 0.01], [0.01, 0.01, -0.02], [0.00, 0.00, 0.00], [0.00, 0.00, 0.00], [0.00, -0.01, 0.00], [0.00, -0.01, 0.00], [0.00, 0.00, 0.00], [-0.01, 0.00, 0.00], [-0.02, 0.01, 0.01], [-0.01, 0.01, 0.00], [0.02, 0.01, 0.02], [0.00, 0.01, 0.00], [0.00, 0.02, -0.01], [-0.01, 0.00, -0.01], [0.00, 0.01, 0.00], [0.00, 0.00, 0.00], [0.01, 0.00, 0.00], [0.00, 0.00, 0.00], [0.00, 0.00, 0.00], [0.00, 0.00, 0.00], [0.00, 0.00, 0.00], [0.00, 0.00, 0.00], [-0.01, 0.18, -0.03], [-0.02, -0.16, -0.02], [-0.03, 0.11, -0.03], [-0.06, -0.01, -0.01], [-0.03, 0.01, -0.05], [-0.01, 0.03, -0.03], [-0.14, 0.11, -0.07], [-0.01, -0.05, -0.02], [0.17, -0.24, -0.10], [-0.03, 0.22, 0.13], [0.02, -0.08, -0.09], [-0.05, -0.09, 0.04], [-0.07, 0.00, -0.04], [0.06, -0.05, -0.08], [0.03, 0.00, 0.06], [0.00, 0.00, 0.01], [0.00, 0.04, -0.01], [-0.01, -0.01, 0.02], [0.01, 0.01, 0.02], [-0.04, 0.00, -0.02], [0.00, 0.00, 0.02], [-0.08, -0.20, -0.31], [0.06, -0.05, 0.04]], "lowdin_charge": [0.122, -0.378, -0.367, 1.005, -0.337, -0.093, -0.083, -0.086, -0.079, -0.097, -0.359, -0.178, -0.024, -0.043, -0.178, -0.103, 0.619, -0.386, -0.156, -0.074, -0.086, -0.090, -0.101, -0.349, -0.098, -0.081, -0.084, -0.075, -0.113, 0.087, 0.076, 0.079, 0.071, 0.102, 0.103, 0.103, 0.104, 0.092, 0.066, 0.114, 0.106, 0.133, 0.130, 0.069, 0.108, 0.102, 0.106, 0.102, 0.094, 0.104, 0.103, 0.106, 0.063, 0.172, -0.167, 0.025, -0.164, -0.121, -0.142, -0.312, 0.144, -0.259, -0.345, -0.367, 1.008, -0.466, 0.053, 0.143, 0.105, 0.130, 0.141, 0.138, 0.075, 0.078, 0.506, -0.348]}


| no. | E_LUMO (eV) |
| --- | --- |
| 1 | 0.5 |
| 2 | 0.3 |